(1)
Molecular formula: C6H13N
Method: DFT, ωB97M-V/def2-TZVPD

Properties
- HOMO level (eV) = -8.98
- structure (SMILES) = CCCN1C[C@H]1C
- DFT total energy (eV) = -7921.4656

Last column: natural (NBO) charge in e.
Element x y z (Å)
C -1.8342 2.3821 0.9585  -0.605
C -0.5728 1.5173 0.7991  -0.409
C -0.6238 0.6002 -0.4194  -0.224
N 0.6330 -0.1207 -0.7431  -0.395
C 0.2649 -1.2327 -1.6070  -0.269
C 0.6025 -1.4977 -0.1793  -0.092
C 1.8247 -2.4214 0.0091  -0.623
H -2.7406 1.7791 1.0972  0.201
H -2.0036 3.0310 0.0900  0.203
H -1.7482 3.0370 1.8337  0.213
H 0.3034 2.1655 0.7033  0.208
H -0.4348 0.9227 1.7125  0.195
H -0.8472 1.1945 -1.3131  0.194
H -1.4857 -0.0920 -0.3055  0.162
H 1.0746 -1.4913 -2.2877  0.199
H -0.7272 -1.2642 -2.0623  0.199
H -0.1294 -1.5364 0.6336  0.198
H 1.7162 -3.4218 -0.4665  0.215
H 2.6924 -1.9611 -0.4671  0.219
H 2.0523 -2.6300 1.0608  0.211

Atomic forces in eV per Å
0.0 0.0 0.0
0.1 0.0 0.0
-0.1 0.2 0.0
-0.1 0.0 0.3
0.0 -0.1 -0.2
-0.2 -0.7 0.0
0.1 0.4 0.1
0.2 0.0 -0.1
0.1 -0.2 0.1
0.0 -0.2 -0.1
0.0 0.0 0.1
0.1 0.0 -0.2
0.0 0.1 0.1
0.3 0.0 0.0
-0.3 -0.1 0.0
0.2 0.0 0.4
-0.2 -0.5 -0.6
-0.4 0.8 0.1
0.1 0.0 0.1
0.0 0.3 -0.1

(2)
Molecular formula: C24H14Br2Cl3F5N4ORh
Method: DFT, ωB97M-V/def2-TZVPD

Properties
- HOMO level (eV) = -10.32
- charge = +1
- DFT total energy (eV) = -227367.7931

Last column: natural (NBO) charge in e.
Element x y z (Å)
Rh -0.1752 0.5744 -0.5232  0.881
C 1.2257 -2.6397 0.3181  -0.649
C -0.0439 -2.2987 1.0375  0.276
C -0.6532 -3.2662 1.8650  -0.258
C -1.8081 -2.9778 2.5272  -0.096
C -2.3848 -1.6958 2.4065  -0.134
C -3.5733 -1.2815 3.0538  -0.088
Br -4.5284 -2.4807 4.1586  0.088
C -4.0459 -0.0117 2.8840  -0.225
C -3.3600 0.9018 2.0679  -0.149
Br -4.0436 2.6396 1.8491  0.109
C -2.1949 0.5607 1.4100  0.261
O -1.5322 1.4187 0.6625  -0.678
C -1.7141 -0.7716 1.5795  0.170
N -0.5688 -1.0971 0.8932  -0.499
H 1.5742 -3.6284 0.6074  0.236
H 2.0096 -1.9206 0.5576  0.222
H 1.0749 -2.6357 -0.7609  0.229
H -0.1922 -4.2395 1.9562  0.232
H -2.2874 -3.7186 3.1525  0.246
H -4.9540 0.3043 3.3779  0.252
C 2.2956 2.2654 2.5015  -0.224
C 3.5634 1.8908 2.0941  -0.123
C 3.7177 1.1742 0.9168  -0.227
C 2.5967 0.8535 0.1748  0.254
N 1.3695 1.2208 0.5899  -0.412
C 1.2115 1.9100 1.7199  0.089
C 2.6192 0.1202 -1.1084  0.158
C 3.7768 -0.2765 -1.7549  -0.207
C 3.6788 -0.9392 -2.9674  -0.123
C 2.4267 -1.1824 -3.5065  -0.229
C 1.3125 -0.7561 -2.8097  0.087
N 1.4072 -0.1324 -1.6356  -0.406
H 2.1362 2.8292 3.4088  0.249
H 4.4304 2.1551 2.6839  0.242
H 4.7007 0.8770 0.5841  0.235
H 0.1922 2.1781 1.9642  0.257
H 4.7447 -0.0625 -1.3273  0.237
H 4.5729 -1.2531 -3.4883  0.243
H 2.3065 -1.6855 -4.4547  0.248
H 0.3122 -0.9052 -3.1910  0.228
F -1.5007 2.7083 -1.7422  -0.324
C -0.2550 2.1765 -1.7670  0.502
F -0.0481 1.7644 -3.0639  -0.357
C 0.7076 3.3565 -1.5561  0.905
F 0.5602 3.8712 -0.3317  -0.313
F 0.5009 4.3216 -2.4438  -0.294
F 1.9854 2.9470 -1.6872  -0.333
Cl -4.9342 0.8676 -2.9441  0.128
C -4.2471 -0.6006 -2.2641  -0.237
Cl -5.0989 -1.0877 -0.7951  0.112
Cl -4.2220 -1.9080 -3.4487  0.106
C -2.8602 -0.3155 -1.8737  0.417
N -1.7836 -0.1189 -1.5567  -0.313

Atomic forces in eV per Å
0.0 0.0 0.0
0.0 0.0 0.0
0.0 0.0 0.0
0.0 0.0 0.0
0.0 0.0 0.0
0.0 0.0 0.0
0.0 0.0 0.0
0.0 0.0 0.0
0.0 0.0 0.0
0.0 0.0 0.0
0.0 0.0 0.0
0.0 0.0 0.0
0.0 0.0 0.0
0.0 0.0 0.0
0.0 0.0 0.0
0.0 0.0 0.0
0.0 0.0 0.0
0.0 0.0 0.0
0.0 0.0 0.0
0.0 0.0 0.0
0.0 0.0 0.0
0.0 0.0 0.0
0.0 0.0 0.0
0.0 0.0 0.0
0.0 0.0 0.0
0.0 0.0 0.1
0.0 0.0 0.0
0.0 0.0 0.0
0.0 0.0 0.0
0.0 0.0 0.0
0.0 0.0 0.0
0.0 0.0 0.0
0.0 0.0 0.0
0.0 0.0 0.0
0.0 0.0 0.0
0.0 0.0 0.0
0.0 0.0 0.0
0.0 0.0 0.0
0.0 0.0 0.0
0.0 0.0 0.0
0.0 0.0 0.0
0.0 0.0 0.0
0.0 -0.1 0.0
0.0 0.0 0.0
0.0 0.0 0.0
0.0 0.0 0.0
0.0 0.0 0.0
0.0 0.0 0.0
0.0 0.0 0.0
0.0 0.1 0.1
0.0 0.0 0.0
0.0 0.0 0.0
0.0 -0.1 -0.1
0.0 0.1 0.0

(3)
Molecular formula: C4H7NO
Method: DFT, ωB97M-V/def2-TZVPD

Properties
- HOMO level (eV) = -7.77
- DFT total energy (eV) = -7793.3387

Last column: natural (NBO) charge in e.
Element x y z (Å)
C 0.0131 0.7327 -0.0804  -0.133
C 1.0337 -0.1314 -0.0615  0.282
C 2.4555 -0.3704 0.0621  -0.684
C -2.3887 -0.1622 0.2090  -0.421
N -1.0724 -0.1677 -0.4049  -0.136
O -0.3657 -1.3645 -0.3497  -0.448
H -0.0818 1.8487 -0.0514  0.223
H 2.5989 -1.2004 0.8595  0.248
H 2.7885 -0.6043 -0.8559  0.229
H 2.7809 0.6134 0.3233  0.251
H -2.4468 0.8851 0.3439  0.199
H -3.2022 -0.4241 -0.4335  0.203
H -2.5227 -0.5453 1.2300  0.188

Atomic forces in eV per Å
-2.1 -1.0 -0.5
-3.9 -1.8 0.0
-2.2 -1.3 3.4
1.1 1.1 0.7
0.5 1.5 0.0
3.9 1.6 0.7
0.3 -1.3 0.1
0.3 1.6 -1.3
1.9 -1.2 -3.1
0.9 0.5 0.6
-0.9 1.4 0.3
-0.2 -0.7 -0.6
0.5 -0.6 -0.3

(4)
Molecular formula: C13H27CoN9O3SSi
Method: DFT, ωB97M-V/def2-TZVPD

Properties
- HOMO level (alpha / beta) (eV) = -6.68 / -7.08
- ⟨S²⟩ = 0.777
- spin multiplicity = 2
- DFT total energy (eV) = -89809.4472

Last column: natural (NBO) charge in e.
Element x y z (Å)
Co -0.0814 -0.1442 -0.4761  1.036
C 1.6619 3.8321 -0.7913  -0.676
C 1.1266 2.4292 -0.8848  0.204
N 0.9716 1.6037 0.1364  -0.202
N 1.2795 1.9706 1.3975  -0.438
C 1.7318 1.0959 2.3175  0.270
N 1.8551 1.5820 3.5936  -0.805
S 2.2578 -0.4263 1.9445  -0.174
C 0.7732 1.8810 -2.1380  0.149
C 0.8461 2.5978 -3.3547  -0.216
C 0.5601 1.9800 -4.5381  -0.179
C 0.2056 0.6202 -4.5219  -0.241
C 0.0862 -0.0074 -3.3034  0.051
N 0.3252 0.5799 -2.1367  -0.384
H 2.1352 4.0343 0.1659  0.225
H 0.8623 4.5579 -0.9490  0.233
H 2.4066 3.9800 -1.5694  0.237
H 1.1044 2.9309 1.6925  0.375
H 1.2488 2.3267 3.8995  0.377
H 2.0658 0.8948 4.2980  0.417
H 1.1153 3.6418 -3.3347  0.220
H 0.5964 2.5200 -5.4718  0.221
H 0.0061 0.0860 -5.4352  0.223
H -0.2341 -1.0388 -3.2511  0.206
N -1.2047 -2.3355 -0.9258  -0.657
N -0.3040 -3.3594 -1.2460  -0.431
C 1.0347 -3.0921 -1.1816  0.636
N 1.8684 -4.1327 -1.3600  -0.793
N 1.3896 -1.8368 -1.0143  -0.491
N 2.6642 -1.4159 -1.1345  0.645
O 3.5777 -2.2247 -1.3146  -0.471
O 2.8239 -0.2139 -1.0950  -0.353
H -1.4158 -2.2827 0.0753  0.419
H -2.0527 -2.4295 -1.4761  0.374
H -0.5648 -4.3187 -1.0196  0.373
H 1.5195 -5.0342 -1.6361  0.398
H 2.8611 -3.9028 -1.4153  0.452
C -1.8387 0.7472 -0.8014  -0.937
H -1.7224 1.8251 -0.8825  0.167
H -2.5069 0.5341 0.0259  0.183
H -2.2898 0.3850 -1.7243  0.163
C -2.2016 1.0052 3.0450  -1.134
Si -1.6547 -0.7391 2.4637  1.924
C -3.2891 -1.6482 1.9969  -1.143
C -0.8893 -1.6032 3.9900  -1.126
O -0.6812 -0.7179 1.2196  -1.310
H -2.8781 0.9358 3.8904  0.222
H -2.7142 1.5464 2.2561  0.230
H -1.3534 1.6096 3.3517  0.203
H -4.0184 -1.5778 2.7966  0.226
H -3.1329 -2.7055 1.7963  0.210
H -3.7421 -1.2115 1.1096  0.225
H -1.6373 -1.7774 4.7573  0.219
H -0.1046 -0.9964 4.4304  0.223
H -0.4485 -2.5603 3.7331  0.228

Atomic forces in eV per Å
-1.0 0.0 0.3
-0.2 -0.2 0.0
0.2 -0.1 3.2
0.3 0.3 -1.8
-0.5 1.7 0.0
0.9 -1.6 0.4
-0.4 0.5 -0.2
0.1 0.2 0.4
-0.8 -1.4 -2.2
0.1 0.0 1.1
-0.3 -1.0 -0.4
0.2 0.9 0.1
0.0 -0.3 -0.3
0.7 1.6 -0.5
0.0 -0.1 0.0
0.0 0.1 0.0
0.1 0.1 0.0
0.1 -0.3 -0.2
-0.1 0.0 0.0
0.1 -0.1 -0.2
0.1 0.1 0.0
0.1 0.1 -0.1
-0.1 -0.1 -0.1
0.0 -0.1 0.1
-0.2 -0.1 -0.2
0.0 -0.3 0.3
0.5 -0.4 -0.4
0.0 0.2 0.1
-1.3 0.7 0.6
0.6 0.3 -0.6
0.4 0.0 0.1
0.2 -0.7 -0.2
0.2 0.2 -0.1
0.2 0.0 0.0
0.1 0.4 0.0
0.0 0.1 0.0
-0.4 -0.1 0.1
0.3 -0.1 0.3
-0.1 0.4 -0.1
-0.2 0.0 0.1
-0.1 -0.1 -0.2
0.2 -0.6 -0.2
-0.6 0.1 0.4
0.5 0.3 0.3
-0.4 0.3 -0.5
0.3 -0.6 0.2
-0.2 0.0 0.3
-0.1 0.1 -0.2
0.3 0.1 0.1
-0.2 0.0 0.2
0.1 -0.3 0.0
0.0 0.2 -0.2
-0.2 0.0 0.2
0.2 0.2 0.0
0.1 -0.2 -0.1

(5)
Molecular formula: C15H24AlFNO13
Method: DFT, ωB97M-V/def2-TZVPD

Properties
- HOMO level (eV) = -5.25
- charge = -1
- DFT total energy (eV) = -53371.1505

Last column: natural (NBO) charge in e.
Element x y z (Å)
C -1.5448 0.8438 -0.4658  -0.725
C -0.6414 0.9106 0.7633  0.684
O 0.2227 1.7830 0.7983  -0.669
N -0.7278 -0.0687 1.7171  -0.861
C -2.0732 -0.6358 1.9169  -0.426
Al 0.6083 -1.4030 1.4836  1.487
F 0.3308 -2.0832 -0.0548  -0.780
H -1.0586 0.2089 -1.2174  0.238
H -1.6401 1.8533 -0.8812  0.204
H -2.5444 0.4565 -0.2715  0.218
H -2.1648 -0.9790 2.9519  0.215
H -2.8560 0.1156 1.7683  0.182
H -2.2818 -1.5040 1.2700  0.172
H 2.0751 -0.7171 1.5261  -0.478
H 0.4005 -2.5359 2.6146  -0.455
C 3.8495 0.6631 -0.5395  -0.105
C 2.5207 1.0992 -1.1194  -0.100
O 2.7188 0.8620 -2.5335  -0.498
C 3.6812 -0.0605 -2.6783  0.977
O 3.9800 -0.5868 -3.7105  -0.624
O 4.2879 -0.3121 -1.5027  -0.503
H 3.7584 0.2050 0.4411  0.244
H 4.5864 1.4684 -0.5118  0.169
H 1.7019 0.4787 -0.7623  0.223
H 2.2723 2.1408 -0.9486  0.212
C 7.2193 -1.8052 -1.7855  -0.100
C 8.4814 -2.6455 -1.8367  -0.100
O 9.4492 -1.7795 -1.2350  -0.501
C 8.7946 -0.8904 -0.4449  0.968
O 9.3307 -0.1470 0.3125  -0.583
O 7.4640 -0.9736 -0.6426  -0.480
H 6.3094 -2.3788 -1.6416  0.223
H 7.1029 -1.1674 -2.6620  0.195
H 8.4022 -3.5524 -1.2345  0.181
H 8.7975 -2.9023 -2.8440  0.198
C -3.5006 2.6754 -3.3169  -0.100
C -4.6680 3.4981 -3.8313  -0.099
O -5.7940 2.7670 -3.3385  -0.499
C -5.3957 2.0391 -2.2607  0.969
O -6.1342 1.4595 -1.5338  -0.574
O -4.0523 2.0773 -2.1433  -0.478
H -2.6270 3.2628 -3.0493  0.212
H -3.2086 1.8832 -4.0079  0.189
H -4.6881 4.5017 -3.4025  0.182
H -4.7180 3.5628 -4.9148  0.199
C -6.3682 -1.3856 5.1691  -0.098
C -6.0523 -1.2167 3.6939  -0.098
O -4.7784 -0.5765 3.7281  -0.485
C -4.1787 -0.8595 4.9128  0.966
O -3.0535 -0.6186 5.1871  -0.547
O -5.0684 -1.4646 5.7504  -0.499
H -6.9291 -2.2878 5.3988  0.197
H -6.8859 -0.5174 5.5827  0.178
H -5.9501 -2.1718 3.1758  0.187
H -6.7618 -0.5892 3.1613  0.203

Atomic forces in eV per Å
-0.3 0.5 0.0
0.2 -0.2 0.2
0.1 0.0 -0.2
-0.5 0.1 -0.4
0.1 -0.3 0.1
0.5 0.0 0.7
-0.1 0.0 -0.3
0.0 0.0 0.2
0.0 -0.2 0.1
0.1 -0.1 -0.1
0.2 0.1 -0.2
0.1 -0.1 0.0
-0.1 0.2 0.0
-0.1 -0.1 -0.1
-0.1 0.0 0.0
0.0 0.1 0.1
0.0 -0.1 0.2
0.0 0.0 0.0
0.0 0.0 0.1
0.0 0.0 0.0
0.1 -0.1 0.0
-0.1 -0.1 -0.1
0.0 0.0 0.0
0.0 0.0 -0.1
0.0 0.0 -0.1
-0.1 0.0 -0.1
-0.1 0.0 0.0
0.1 0.0 0.0
-0.1 0.0 0.0
0.0 0.0 0.0
0.1 0.0 0.0
0.0 0.1 0.1
0.0 0.0 0.0
0.0 0.0 0.0
0.1 0.1 0.0
0.1 0.0 -0.1
0.1 0.0 0.0
0.0 0.0 0.0
0.0 0.0 0.0
0.0 0.0 0.0
-0.1 -0.1 0.1
0.0 0.0 0.1
0.0 0.0 0.0
0.0 0.0 0.0
-0.1 -0.1 0.0
0.0 0.0 0.0
-0.1 0.0 -0.1
0.0 0.0 0.1
-0.1 0.0 0.0
-0.1 0.0 0.1
0.0 0.0 0.0
0.1 0.0 0.0
0.0 0.0 0.0
0.0 0.0 0.0
0.1 0.1 0.0

(6)
Molecular formula: C20H21N3O3
Method: DFT, ωB97M-V/def2-TZVPD

Properties
- HOMO level (eV) = -8.71
- structure (SMILES) = Cc1noc(C)c1COc1ccc(C(=O)NCCc2ccccn2)cc1
- DFT total energy (eV) = -31693.2055

Last column: natural (NBO) charge in e.
Element x y z (Å)
C -2.5778 -0.0947 2.4920  -0.651
C -2.9579 0.5849 1.2311  0.172
N -2.8444 1.8769 1.0801  -0.143
O -3.2698 2.1863 -0.1694  -0.277
C -3.6482 1.0650 -0.8031  0.349
C -4.1649 1.1799 -2.1894  -0.670
C -3.4765 -0.0029 0.0385  -0.213
C -3.7391 -1.4516 -0.2215  -0.082
O -2.7348 -2.2981 0.3030  -0.510
C -1.4421 -2.0778 -0.0644  0.390
C -1.0410 -1.2769 -1.1283  -0.345
C 0.3043 -1.0816 -1.3685  -0.081
C 1.2735 -1.6629 -0.5599  -0.191
C 2.6854 -1.2755 -0.8204  0.670
O 3.0710 -0.9185 -1.9180  -0.627
N 3.5091 -1.3264 0.2656  -0.616
C 4.7142 -0.5306 0.2713  -0.216
C 4.4765 0.7976 1.0179  -0.449
C 3.1745 1.3924 0.5594  0.223
C 3.0918 2.2166 -0.5567  -0.247
C 1.8456 2.6599 -0.9648  -0.161
C 0.7263 2.2707 -0.2456  -0.267
C 0.9126 1.4485 0.8527  0.049
N 2.0987 1.0163 1.2439  -0.463
C 0.8688 -2.5084 0.4701  -0.164
C -0.4715 -2.7177 0.7100  -0.295
H -3.3639 -0.7816 2.7992  0.227
H -1.6652 -0.6720 2.3454  0.236
H -2.4097 0.6477 3.2668  0.238
H -5.2438 1.0293 -2.2058  0.236
H -3.7074 0.4322 -2.8348  0.228
H -3.9437 2.1721 -2.5731  0.244
H -4.6522 -1.7715 0.2931  0.211
H -3.8747 -1.6209 -1.2986  0.185
H -1.7633 -0.8003 -1.7704  0.215
H 0.6273 -0.4533 -2.1847  0.231
H 3.0627 -1.4171 1.1669  0.398
H 5.5256 -1.0913 0.7435  0.198
H 4.9659 -0.3406 -0.7748  0.234
H 5.3070 1.4764 0.8264  0.218
H 4.4094 0.6012 2.0893  0.220
H 3.9846 2.4937 -1.0958  0.218
H 1.7494 3.2967 -1.8324  0.216
H -0.2638 2.5961 -0.5226  0.227
H 0.0732 1.1184 1.4502  0.196
H 1.5988 -3.0197 1.0801  0.215
H -0.8006 -3.3670 1.5066  0.225

Atomic forces in eV per Å
0.1 0.1 0.1
-0.3 0.2 -0.6
0.4 0.0 1.2
-0.3 0.0 -0.8
0.1 -0.8 0.5
0.0 0.1 0.2
-0.1 0.6 -0.4
-0.3 0.3 -0.1
0.2 -0.2 0.1
0.4 -0.1 0.0
-0.3 -0.1 0.0
0.3 -0.2 0.1
-0.3 0.0 -0.2
0.1 -0.3 0.1
-0.1 0.1 -0.2
0.1 -0.3 0.2
0.3 0.1 0.0
0.0 -0.2 -0.2
0.3 0.3 0.0
-0.1 0.0 0.1
0.0 0.0 0.1
0.1 0.0 0.0
-0.3 0.1 -0.1
0.1 -0.2 0.4
0.0 0.1 -0.2
-0.3 0.0 0.0
0.0 0.0 0.1
0.0 -0.1 0.0
0.0 0.0 0.1
0.0 0.0 -0.1
0.0 0.0 -0.1
0.0 0.0 -0.1
0.1 0.0 -0.2
0.0 0.0 0.1
-0.1 0.0 0.0
0.0 0.1 -0.1
-0.1 0.1 -0.1
0.0 0.1 -0.1
0.0 -0.1 0.2
0.1 0.0 0.1
0.0 0.1 0.0
0.1 0.0 -0.1
0.0 0.0 -0.1
-0.1 0.0 0.0
-0.2 0.0 0.0
0.1 0.0 0.1
0.0 -0.1 0.1